# 1
The following is a quantum chemistry calculation of 2 unconnected molecules or ions with the total composition C3H9NO3 at a distorted geometry, from the OMol25 dataset.

Each atom is followed by the atoms it is bonded to, with distances in Å.
Atoms and positions in Å:
1 O 0.093 -1.723 0.330  C2 1.245
2 C 0.580 -0.790 -0.336  O1 1.245, C3 1.526, H7 1.035
3 C 0.357 0.710 -0.165  C2 1.526, N4 1.580, H8 1.143, H9 1.126
4 N -0.884 0.906 -1.124  C3 1.580, C5 1.403, H10 1.075
5 C -2.164 0.966 -0.555  N4 1.403, O6 1.458, H11 1.050, H12 1.156
6 O -2.457 2.253 0.066  C5 1.458, H13 1.031
7 H 0.935 -1.117 -1.252  C2 1.035
8 H 1.132 1.286 -0.777  C3 1.143
9 H 0.101 1.106 0.857  C3 1.126
10 H -0.832 0.029 -1.745  N4 1.075
11 H -2.917 0.685 -1.232  C5 1.050
12 H -2.372 0.190 0.275  C5 1.156
13 H -2.591 2.811 -0.790  O6 1.031
14 H 4.414 -2.331 2.292  O16 0.979
15 H 3.368 -2.698 1.146  O16 0.975
16 O 3.903 -1.982 1.533  H14 0.979, H15 0.975

Output
- lowest unoccupied orbital energy (alpha / beta) (eV) = 3.7 / 3.6
- spin multiplicity = 2
- frontier orbital gap (alpha / beta) (eV) = 3.164 / 6.760
- relative energy (zero: lowest compared OMol25 entry of this formula, charge and spin) (kJ/mol) = 177.1
- HOMO (alpha / beta) (eV) = 0.49 / -3.18
- charge = -1
- calculated total energy (eV) = -10886.6656

Quick look at the natural (NBO) charges, all values in e:
1 O -0.7753
2 C 0.0036
3 C -0.3280
4 N -0.7084
5 C 0.0739
6 O -0.7483
7 H 0.0632
8 H 0.1772
9 H 0.1971
10 H 0.3573
11 H 0.1388
12 H 0.1295
13 H 0.4432
14 H 0.4515
15 H 0.4837
16 O -0.9591



# 2
The following is a quantum chemistry calculation of 2 unconnected molecules or ions with the total composition C3H9NO3 at a distorted geometry, from the OMol25 dataset.

Each atom is followed by the atoms it is bonded to, with distances in Å.
Atoms and positions in Å:
1 C 0.031 -0.756 1.396  C2 1.498, H7 1.089, H8 1.088, H9 1.093
2 C 0.640 -0.059 0.218  C1 1.498, O3 1.271, C4 1.537
3 O 1.878 0.226 0.183  C2 1.271
4 C -0.177 -0.064 -1.084  C2 1.537, N5 1.434, O6 1.422, H10 1.097
5 N -0.328 -1.425 -1.512  C4 1.434, H11 1.014, H12 1.013
6 O -1.442 0.556 -0.890  C4 1.422, H13 0.970
7 H -1.041 -0.576 1.444  C1 1.089
8 H 0.529 -0.452 2.315  C1 1.088
9 H 0.206 -1.826 1.263  C1 1.093
10 H 0.417 0.473 -1.834  C4 1.097
11 H -1.025 -1.895 -0.943  N5 1.014
12 H -0.642 -1.464 -2.474  N5 1.013
13 H -1.270 1.438 -0.525  O6 0.970
14 O 0.436 2.040 0.561  H15 1.159, H16 0.966
15 H 1.480 1.569 0.380  O14 1.159
16 H 0.308 2.215 1.502  O14 0.966

Output
- lowest unoccupied orbital energy (eV) = 0.7
- frontier orbital gap (eV) = 10.517
- relative energy (zero: lowest compared OMol25 entry of this formula, charge and spin) (kJ/mol) = 226.9
- SMILES = CC(=O)[C@@H](N)O.O
- HOMO (eV) = -9.83
- calculated total energy (eV) = -10888.2294

Quick look at the natural (NBO) charges, all values in e:
1 C -0.7458
2 C 0.7048
3 O -0.6992
4 C 0.1316
5 N -0.8216
6 O -0.7384
7 H 0.2421
8 H 0.2387
9 H 0.2570
10 H 0.1772
11 H 0.3635
12 H 0.3779
13 H 0.4973
14 O -0.9951
15 H 0.5320
16 H 0.4780



# 3
The following is a quantum chemistry calculation of 2 unconnected molecules or ions with the total composition C3H9NO3 at a distorted geometry, from the OMol25 dataset.

Each atom is followed by the atoms it is bonded to, with distances in Å.
Atoms and positions in Å:
1 N 0.261 0.011 1.630  C2 1.453, H7 1.003, H8 1.002
2 C 0.526 -0.746 0.419  N1 1.453, C3 1.546, H9 1.090, H10 1.092
3 C -0.788 -1.417 -0.046  C2 1.546, C4 1.513, H11 1.094, H12 1.094
4 C -1.711 -1.779 1.096  C3 1.513, O5 1.192, O6 1.382
5 O -1.449 -2.528 1.985  C4 1.192
6 O -2.991 -1.269 0.992  C4 1.382, H13 0.965
7 H 0.618 -0.433 2.456  N1 1.003
8 H 0.423 1.000 1.613  N1 1.002
9 H 1.297 -1.506 0.541  C2 1.090
10 H 0.827 -0.061 -0.376  C2 1.092
11 H -1.290 -0.664 -0.659  C3 1.094
12 H -0.722 -2.263 -0.736  C3 1.094
13 H -3.192 -1.216 0.050  O6 0.965
14 O 2.693 4.052 -2.691  H15 0.963, H16 0.963
15 H 2.362 4.954 -2.748  O14 0.963
16 H 3.137 3.866 -3.525  O14 0.963

Output
- lowest unoccupied orbital energy (eV) = 0.7
- frontier orbital gap (eV) = 10.085
- relative energy (zero: lowest compared OMol25 entry of this formula, charge and spin) (kJ/mol) = 121.8
- SMILES = NCCC(=O)O.O
- HOMO (eV) = -9.34
- calculated total energy (eV) = -10889.3188

Quick look at the natural (NBO) charges, all values in e:
1 N -0.8666
2 C -0.2060
3 C -0.5351
4 C 0.8111
5 O -0.5597
6 O -0.6927
7 H 0.3784
8 H 0.3760
9 H 0.1908
10 H 0.1968
11 H 0.1985
12 H 0.2326
13 H 0.4756
14 O -0.9412
15 H 0.4708
16 H 0.4706



# 4
The following is a quantum chemistry calculation of 2 unconnected molecules or ions with the total composition C3H9NO3 at a distorted geometry, from the OMol25 dataset.

Each atom is followed by the atoms it is bonded to, with distances in Å.
Atoms and positions in Å:
1 N 0.343 -2.414 -1.470  C2 1.398, H7 1.007, H8 1.007
2 C 0.854 -1.406 -0.647  N1 1.398, O3 1.211, C4 1.490
3 O 1.997 -1.496 -0.255  C2 1.211
4 C -0.121 -0.344 -0.272  C2 1.490, C5 1.578, H9 1.083, H10 1.099
5 C 0.283 1.131 -0.662  C4 1.578, O6 1.407, H11 1.083, H12 1.092
6 O 0.317 1.932 0.493  C5 1.407, H13 0.972
7 H 0.918 -3.239 -1.531  N1 1.007
8 H -0.645 -2.594 -1.552  N1 1.007
9 H -1.127 -0.569 -0.603  C4 1.083
10 H -0.181 -0.234 0.821  C4 1.099
11 H 1.232 1.191 -1.179  C5 1.083
12 H -0.441 1.616 -1.320  C5 1.092
13 H 1.118 1.952 1.044  O6 0.972
14 O -1.317 1.225 2.370  H15 0.971, H16 0.951
15 H -2.241 1.178 2.666  O14 0.971
16 H -0.987 2.073 2.095  O14 0.951

Output
- lowest unoccupied orbital energy (eV) = 0.8
- frontier orbital gap (eV) = 10.593
- relative energy (zero: lowest compared OMol25 entry of this formula, charge and spin) (kJ/mol) = 115.5
- SMILES = NC(=O)CCO.O
- HOMO (eV) = -9.81
- calculated total energy (eV) = -10889.3840

Quick look at the natural (NBO) charges, all values in e:
1 N -0.8371
2 C 0.6792
3 O -0.6068
4 C -0.5610
5 C -0.0369
6 O -0.7587
7 H 0.3935
8 H 0.3845
9 H 0.2091
10 H 0.2855
11 H 0.1799
12 H 0.1820
13 H 0.4870
14 O -0.9751
15 H 0.4778
16 H 0.4971



# 5
The following is a quantum chemistry calculation of 2 unconnected molecules or ions with the total composition C3H9NO3 at a distorted geometry, from the OMol25 dataset.

Each atom is followed by the atoms it is bonded to, with distances in Å.
Atoms and positions in Å:
1 C 1.182 2.203 -0.201  C2 1.516, H7 1.086, H8 1.081, H9 1.092
2 C -0.187 1.577 -0.376  C1 1.516, N3 1.450, H10 1.094, H11 1.087
3 N -0.095 0.151 -0.626  C2 1.450, C4 1.345, H12 1.003
4 C -1.075 -0.697 -0.266  N3 1.345, O5 1.204, O6 1.376
5 O -1.988 -0.532 0.503  C4 1.204
6 O -0.873 -1.927 -0.848  C4 1.376, H13 0.970
7 H 1.039 3.273 -0.074  C1 1.086
8 H 1.827 2.012 -1.046  C1 1.081
9 H 1.703 1.829 0.682  C1 1.092
10 H -0.668 2.067 -1.228  C2 1.094
11 H -0.844 1.731 0.477  C2 1.087
12 H 0.735 -0.262 -1.010  N3 1.003
13 H -1.682 -2.383 -0.568  O6 0.970
14 O 2.354 -0.581 1.513  H15 0.966, H16 0.966
15 H 2.801 -1.432 1.602  O14 0.966
16 H 1.472 -0.862 1.237  O14 0.966

Output
- lowest unoccupied orbital energy (eV) = 0.6
- frontier orbital gap (eV) = 10.616
- relative energy (zero: lowest compared OMol25 entry of this formula, charge and spin) (kJ/mol) = 22.3
- SMILES = CCNC(=O)O.O
- HOMO (eV) = -10.03
- calculated total energy (eV) = -10890.3506

Quick look at the natural (NBO) charges, all values in e:
1 C -0.6192
2 C -0.2138
3 N -0.6441
4 C 0.8706
5 O -0.6465
6 O -0.7082
7 H 0.2173
8 H 0.2036
9 H 0.2277
10 H 0.1825
11 H 0.2228
12 H 0.4104
13 H 0.4968
14 O -0.9372
15 H 0.4691
16 H 0.4683



# 6
The following is a quantum chemistry calculation of 2 unconnected molecules or ions with the total composition C3H9NO3 at a distorted geometry, from the OMol25 dataset.

Each atom is followed by the atoms it is bonded to, with distances in Å.
Atoms and positions in Å:
1 C 0.587 1.632 0.817  C2 1.461, H7 1.087, H8 1.140, H9 1.107
2 C -0.693 1.279 0.207  C1 1.461, N3 1.443, H10 1.112, H11 1.060
3 N -0.818 -0.061 -0.314  C2 1.443, C4 1.451, H12 0.984
4 C -0.033 -0.351 -1.500  N3 1.451, O5 1.258, O6 1.351
5 O 0.520 0.571 -2.154  C4 1.258
6 O 0.064 -1.624 -1.943  C4 1.351, H13 0.983
7 H 0.687 2.715 0.809  C1 1.087
8 H 1.474 1.290 0.188  C1 1.140
9 H 0.680 1.160 1.814  C1 1.107
10 H -0.885 1.881 -0.708  C2 1.112
11 H -1.467 1.371 0.925  C2 1.060
12 H -1.513 -0.632 0.083  N3 0.984
13 H -0.001 -2.185 -1.139  O6 0.983
14 O 0.364 -2.435 0.586  H15 0.996, H16 0.942
15 H 0.650 -1.581 1.012  O14 0.996
16 H 0.383 -3.029 1.317  O14 0.942

Output
- lowest unoccupied orbital energy (eV) = 0.2
- frontier orbital gap (eV) = 9.832
- relative energy (zero: lowest compared OMol25 entry of this formula, charge and spin) (kJ/mol) = 93.3
- SMILES = CCNC(=O)O.O
- HOMO (eV) = -9.62
- calculated total energy (eV) = -10889.6145

Quick look at the natural (NBO) charges, all values in e:
1 C -0.6262
2 C -0.2299
3 N -0.6867
4 C 0.8773
5 O -0.6391
6 O -0.6805
7 H 0.2275
8 H 0.2280
9 H 0.1912
10 H 0.2133
11 H 0.1916
12 H 0.4044
13 H 0.5100
14 O -0.9589
15 H 0.4938
16 H 0.4843



# 7
The following is a quantum chemistry calculation of 2 unconnected molecules or ions with the total composition C3H9NO3S at a distorted geometry, from the OMol25 dataset.

Each atom is followed by the atoms it is bonded to, with distances in Å.
Atoms and positions in Å:
1 N -0.143 -0.313 -1.104  C2 1.459, H8 1.002, H9 1.010
2 C -0.455 0.360 0.153  N1 1.459, C3 1.533, C5 1.534, H10 1.095
3 C -0.891 1.806 -0.108  C2 1.533, S4 1.785, H11 1.085, H12 1.083
4 S -2.415 1.910 -1.032  C3 1.785, H13 1.337
5 C 0.708 0.357 1.153  C2 1.534, O6 1.206, O7 1.347
6 O 1.128 1.358 1.678  C5 1.206
7 O 1.160 -0.858 1.520  C5 1.347, H14 0.970
8 H 0.815 -0.322 -1.394  N1 1.002
9 H -0.705 -1.111 -1.365  N1 1.010
10 H -1.217 -0.239 0.662  C2 1.095
11 H -0.041 2.320 -0.544  C3 1.085
12 H -1.039 2.299 0.845  C3 1.083
13 H -1.899 2.065 -2.255  S4 1.337
14 H 1.706 -0.695 2.305  O7 0.970
15 O 1.134 -3.319 -0.283  H16 0.958, H17 0.964
16 H 1.488 -2.987 0.542  O15 0.958
17 H 0.668 -2.631 -0.772  O15 0.964

Output
- lowest unoccupied orbital energy (eV) = 0.4
- frontier orbital gap (eV) = 9.654
- relative energy (zero: lowest compared OMol25 entry of this formula, charge and spin) (kJ/mol) = 72.2
- SMILES = N[C@H](CS)C(=O)O.O
- HOMO (eV) = -9.26
- calculated total energy (eV) = -21724.8815

Quick look at the natural (NBO) charges, all values in e:
1 N -0.8679
2 C -0.1608
3 C -0.5424
4 S -0.0210
5 C 0.7768
6 O -0.5866
7 O -0.6924
8 H 0.3809
9 H 0.3859
10 H 0.2259
11 H 0.2349
12 H 0.2374
13 H 0.1316
14 H 0.5014
15 O -0.9557
16 H 0.4821
17 H 0.4698



# 8
The following is a quantum chemistry calculation of 3 unconnected molecules or ions with the total composition C3H9NO4 at a distorted geometry, from the OMol25 dataset.

Each atom is followed by the atoms it is bonded to, with distances in Å.
Atoms and positions in Å:
1 O 1.132 -2.879 -2.511  C2 1.212
2 C 0.185 -2.860 -1.755  O1 1.212, C3 1.515, H7 1.087
3 C -0.402 -1.555 -1.255  C2 1.515, N4 1.465, H8 1.083, H9 1.088
4 N 0.448 -0.510 -1.828  C3 1.465, C5 1.356, H10 1.018
5 C 0.496 0.774 -1.394  N4 1.356, O6 1.221, H11 1.095
6 O -0.100 1.201 -0.417  C5 1.221
7 H -0.159 -3.824 -1.389  C2 1.087
8 H -1.450 -1.392 -1.477  C3 1.083
9 H -0.236 -1.530 -0.180  C3 1.088
10 H 1.157 -0.937 -2.421  N4 1.018
11 H 1.053 1.555 -1.923  C5 1.095
12 O -0.267 4.967 4.796  H13 0.956, H14 0.956
13 H 0.137 5.810 4.997  O12 0.956
14 H -1.213 5.098 4.750  O12 0.956
15 O -1.025 -0.711 2.221  H16 0.957, H17 0.973
16 H -0.286 -0.732 1.614  O15 0.957
17 H -1.349 0.199 2.342  O15 0.973

Output
- lowest unoccupied orbital energy (eV) = 0.6
- frontier orbital gap (eV) = 10.738
- relative energy (zero: lowest compared OMol25 entry of this formula, charge and spin) (kJ/mol) = 101.3
- SMILES = O=CCNC=O.O.O
- HOMO (eV) = -10.12
- calculated total energy (eV) = -12936.3546

Quick look at the natural (NBO) charges, all values in e:
1 O -0.5254
2 C 0.4290
3 C -0.3282
4 N -0.6326
5 C 0.5172
6 O -0.6306
7 H 0.1428
8 H 0.2403
9 H 0.2228
10 H 0.4259
11 H 0.1375
12 O -0.9396
13 H 0.4698
14 H 0.4699
15 O -0.9545
16 H 0.4701
17 H 0.4856